{
  "formula": "H2N2O3",
  "method": "ωB97M-V/def2-TZVPD",
  "species": ["N", "N", "O", "O", "O", "H", "H"],
  "coordinates": [[1.484, 0.298, 0.079], [1.672, -0.820, -0.024], [1.721, 1.471, -0.077], [1.599, -1.970, 0.133], [-1.858, -0.009, 0.023], [-1.784, 1.048, 0.085], [-2.834, -0.019, -0.219]],
  "relative_energy_kcal_mol": 25.3,
  "e_tot_ev": -9149.141,
  "smiles": "O=NN=O.O",
  "homo_ev": -9.992,
  "homo_lumo_gap_ev": 10.22,
  "lumo_energy_ha": 0.0084
}

{
  "formula": "H2N2O3",
  "method": "ωB97M-V/def2-TZVPD",
  "species": ["N", "N", "O", "O", "O", "H", "H"],
  "coordinates": [[-1.566, -0.891, -0.157], [-1.044, 0.284, 0.236], [-2.571, -1.188, 0.423], [1.231, -0.067, -0.385], [-0.025, 0.722, -0.513], [-1.069, 0.926, 1.002], [1.375, -0.568, -1.145]],
  "relative_energy_kcal_mol": 51.7,
  "e_tot_ev": -9147.998,
  "smiles": "O=NNOO",
  "homo_ev": -10.265,
  "homo_lumo_gap_ev": 10.27,
  "lumo_energy_ha": 0.0003
}

{
  "formula": "H2N2O3S",
  "method": "ωB97M-V/def2-TZVPD",
  "species": ["N", "N", "O", "O", "O", "S", "H", "H"],
  "coordinates": [[-0.230, 0.099, -0.082], [-2.976, -0.417, -0.057], [-2.962, -1.402, 0.559], [-1.698, 1.521, 0.945], [-3.860, 0.234, -0.581], [-1.643, 0.892, -0.334], [0.088, 0.158, 0.881], [0.259, -0.535, -0.692]],
  "relative_energy_kcal_mol": 44.9,
  "e_tot_ev": -19985.941,
  "homo_ev": -9.962,
  "homo_lumo_gap_ev": 10.24,
  "lumo_energy_ha": 0.0101
}

{
  "formula": "H2N2O3S",
  "method": "ωB97M-V/def2-TZVPD",
  "species": ["N", "N", "O", "O", "O", "S", "H", "H"],
  "coordinates": [[-1.355, -1.574, 1.293], [0.106, 0.055, -0.191], [-1.361, -2.767, 1.303], [-1.723, -0.716, 2.024], [-0.646, -0.049, -1.330], [-0.530, 1.111, 0.887], [-0.235, -0.909, -1.612], [0.466, 0.865, 1.918]],
  "relative_energy_kcal_mol": 115.4,
  "e_tot_ev": -19982.887,
  "homo_ev": [-9.810, -7.923],
  "homo_lumo_gap_ev": [9.65, 6.57],
  "lumo_energy_ha": [-0.0059, -0.0496]
}